(1)
# C28H51F17O12P3S

4 unconnected molecules or ions with the total composition C28H51F17O12P3S in a non-equilibrium geometry (wB97M-V/def2-TZVPD, the OMol25 dataset).

Structure (XYZ):
```
112
Properties=species:S:1:pos:R:3
F 6.1112 -2.0256 -2.5361
C 4.9459 -2.4892 -2.9674
F 5.1113 -3.7948 -3.1878
F 4.6195 -1.9309 -4.1270
C 3.8448 -2.3102 -1.8602
F 3.7164 -3.5087 -1.2463
F 4.2137 -1.4602 -0.8939
C 2.4119 -1.9970 -2.3887
F 2.1921 -2.9263 -3.3476
F 1.5395 -2.2677 -1.4049
C 2.1973 -0.5756 -3.0215
F 3.3281 0.1519 -2.8985
F 2.0265 -0.7340 -4.3455
C 1.0386 0.3020 -2.4358
F 1.4034 1.5812 -2.6904
F 0.9591 0.2357 -1.1016
C -0.3710 0.1890 -3.1104
F -1.1992 0.9771 -2.3707
F -0.3266 0.7326 -4.3256
C -1.0427 -1.1986 -3.0896
F -0.4397 -2.0815 -3.8857
F -1.0177 -1.6166 -1.7957
C -2.5756 -1.1553 -3.4702
F -2.8462 -2.2912 -4.1789
F -2.8617 -0.1220 -4.2886
C -3.5008 -1.0656 -2.2541
C -3.9346 -2.4516 -1.7412
S -5.4973 -3.0046 -2.5035
H -4.3968 -0.5676 -2.6313
H -3.1174 -0.4303 -1.4614
H -3.2252 -3.2385 -1.9978
H -4.1025 -2.4820 -0.6657
H -5.1969 -3.6276 -3.6590
H -6.2239 -1.9037 -2.7717
O -5.1171 2.2242 1.2052
P -4.7118 3.6462 1.3295
O -5.2246 4.3411 -0.0401
C -6.6231 4.3455 -0.3430
C -7.3928 5.3159 0.5319
O -3.1049 3.5345 1.0490
C -2.3733 2.3956 1.4992
C -1.9818 1.5451 0.3128
O -4.5960 4.9786 2.1977
C -3.5304 5.9435 2.1104
C -3.5825 6.7896 0.8609
H -7.0274 3.3341 -0.2485
H -6.7093 4.6385 -1.3889
H -7.3575 5.0129 1.5812
H -8.4377 5.3616 0.2243
H -6.9633 6.3154 0.4697
H -2.9506 1.8134 2.2174
H -1.4819 2.7607 2.0134
H -2.8619 1.2743 -0.2725
H -1.4739 0.6335 0.6385
H -1.3154 2.0979 -0.3454
H -2.5588 5.4733 2.2370
H -3.6674 6.5852 2.9814
H -3.2943 6.2183 -0.0210
H -2.8895 7.6255 0.9614
H -4.5857 7.1805 0.6945
O 5.9385 3.8742 -0.3655
P 7.0774 3.0927 0.1676
O 8.3947 3.9391 -0.2386
C 8.5513 5.2720 0.2584
C 8.8951 5.2923 1.7355
O 7.1454 1.8631 -0.9077
C 5.9504 1.3458 -1.4916
C 5.8773 1.7312 -2.9532
O 7.7447 2.2489 1.3552
C 8.6112 1.1171 1.1821
C 9.9926 1.4817 0.6919
H 7.6454 5.8504 0.0624
H 9.3589 5.7211 -0.3183
H 8.0761 4.8881 2.3358
H 9.0915 6.3120 2.0676
H 9.7749 4.6808 1.9360
H 5.0675 1.6961 -0.9548
H 5.9876 0.2604 -1.3905
H 5.9575 2.8113 -3.0740
H 4.9487 1.4025 -3.4054
H 6.7078 1.2860 -3.5046
H 8.1511 0.3574 0.5547
H 8.6919 0.6751 2.1766
H 9.9784 1.7794 -0.3559
H 10.6511 0.6173 0.7875
H 10.4072 2.3072 1.2696
O -3.7238 -4.6010 0.5559
P -3.6949 -5.3144 1.8615
O -4.4447 -4.3200 2.8924
C -5.8140 -3.9694 2.6712
C -6.7539 -5.1190 2.9777
O -2.1396 -5.0863 2.2874
C -1.1026 -5.0609 1.3003
C -0.5758 -3.6508 1.1420
O -3.8562 -6.6570 2.6986
C -3.0785 -7.0191 3.8602
C -3.4381 -6.2314 5.0964
H -5.9486 -3.6233 1.6416
H -6.0253 -3.1288 3.3305
H -6.5888 -5.9564 2.2946
H -7.7921 -4.8002 2.8829
H -6.5908 -5.4904 3.9886
H -1.4599 -5.4496 0.3465
H -0.3082 -5.7238 1.6473
H -1.3864 -2.9586 0.9063
H 0.1736 -3.5996 0.3507
H -0.1228 -3.3073 2.0725
H -2.0130 -6.9769 3.6519
H -3.3083 -8.0716 4.0274
H -3.0812 -5.2039 5.0341
H -2.9750 -6.6959 5.9672
H -4.5173 -6.2037 5.2432
```

Computed properties:
E_LUMO	-3.6	eV
charge	+1
Kohn-Sham gap	7.8	eV



(2)
# C28H51N2O9P

2 unconnected molecules or ions with the total composition C28H51N2O9P in a non-equilibrium geometry (wB97M-V/def2-TZVPD, the OMol25 dataset).

Structure (XYZ):
```
91
Properties=species:S:1:pos:R:3
C 3.0378 2.2460 5.3405
C 3.7745 3.4654 4.6198
O 2.8667 4.3055 3.8888
C 2.4692 3.7114 2.6552
C 0.8895 3.5404 2.5583
O 0.5840 2.1430 2.7016
C -0.6872 1.8173 2.1424
C -0.5591 1.2345 0.6691
O 0.2650 0.0635 0.6773
C -0.0197 -0.7886 -0.4204
C 0.6151 -0.2624 -1.7598
C 1.4211 0.9416 -1.8713
N 1.9552 1.4179 -3.0606
C 2.7595 2.6549 -2.9723
C 1.9949 3.9140 -2.3764
C 0.4377 3.9461 -2.6180
C -0.0531 5.3935 -2.1078
C -0.0028 3.8422 -4.1215
C 1.7452 0.6924 -4.2438
C 2.3631 1.1799 -5.5929
P 2.6330 -0.1712 -6.8680
O 3.7811 0.2999 -7.7028
O 3.0957 -1.6114 -6.1879
O 1.3005 -0.3315 -7.8579
C 0.9304 -0.5416 -4.2568
C 0.3608 -1.0483 -2.9898
C -0.4485 -2.3785 -3.0524
O 0.1265 -3.3766 -2.7286
O -1.7409 -2.4763 -3.4936
H 2.9247 2.5121 6.4300
H 3.6815 1.3336 5.2243
H 2.0316 2.0256 4.8834
H 4.6102 3.0652 3.9737
H 4.2459 4.1017 5.4212
H 2.8287 4.3216 1.7717
H 2.9194 2.6787 2.5600
H 0.4924 3.9103 1.5737
H 0.4457 4.1798 3.3681
H -1.1875 1.0163 2.7507
H -1.3599 2.7158 2.1700
H -0.1191 2.0776 0.0553
H -1.6115 1.0570 0.3173
H -1.1402 -0.7856 -0.6051
H 0.2330 -1.8712 -0.2311
H 1.6203 1.5354 -0.9419
H 3.6062 2.4279 -2.2579
H 3.2450 2.9669 -3.9262
H 2.4212 4.8207 -2.9017
H 2.2772 4.0437 -1.2921
H -0.0405 3.1992 -1.9322
H 0.7486 5.7635 -1.4014
H -0.0391 6.1065 -2.9801
H -1.0354 5.3575 -1.5796
H 0.2537 4.7419 -4.7408
H -1.1329 3.7832 -4.1216
H 0.3501 2.9256 -4.6611
H 3.3982 1.5742 -5.3718
H 1.8032 2.0235 -6.0768
H 3.1622 -2.2258 -6.9528
H 1.0142 0.5813 -8.0527
H 0.7169 -1.1242 -5.1816
H -2.1415 -1.5992 -3.6429
C -4.0219 -5.3716 2.0135
C -2.7304 -4.5998 1.6326
C -1.4976 -5.2408 2.2989
C -1.3810 -4.9378 3.7853
C -1.4127 -3.4325 4.0203
C -2.6525 -2.7621 3.4044
N -2.8763 -3.1503 1.9740
O -1.9986 -2.4767 1.2364
C -3.8829 -3.1196 4.2693
C -2.5251 -1.2383 3.5764
C -2.6060 -4.8503 0.1143
H -3.7945 -6.3848 2.3517
H -4.6182 -4.9025 2.7889
H -4.7011 -5.4578 1.1622
H -0.5854 -4.8868 1.8043
H -1.5132 -6.3239 2.1512
H -2.1817 -5.4381 4.3379
H -0.4424 -5.3469 4.1687
H -1.3752 -3.2361 5.0955
H -0.5009 -2.9917 3.6000
H -4.8110 -2.8071 3.7836
H -3.8426 -2.6114 5.2358
H -3.9512 -4.1802 4.5079
H -1.6133 -0.8431 3.1269
H -2.4878 -0.9706 4.6339
H -3.3817 -0.7210 3.1352
H -3.4234 -4.3746 -0.4335
H -2.6457 -5.9216 -0.0953
H -1.6631 -4.4855 -0.2987
```

Computed properties:
spin multiplicity	2
E_LUMO (alpha / beta)	-4.5 / -4.5	eV
energy relative to the best compared isomer or geometry (same formula, charge and spin)	3.358	eV
charge	+1
Kohn-Sham gap (alpha / beta)	6.3 / 7.0	eV



(3)
# C28H52BrCl2FNO9S4

5 unconnected molecules or ions with the total composition C28H52BrCl2FNO9S4 in a non-equilibrium geometry (wB97M-V/def2-TZVPD, the OMol25 dataset).

Structure (XYZ):
```
98
Properties=species:S:1:pos:R:3
C 5.0601 1.0709 1.4120
C 5.8034 -0.2059 1.0137
C 5.3232 -0.8666 -0.2981
F 4.5342 -0.0560 -1.0846
C 4.5154 -2.1204 -0.0510
C 5.4475 -3.2068 0.5415
C 5.0030 -3.9978 1.7818
C 6.1945 -4.4061 2.6420
Br 6.6403 -2.9763 3.8771
N 3.3149 -1.6658 0.8158
C 2.0915 -2.0728 0.0336
C 0.7719 -2.2341 0.7359
Cl -0.4835 -1.3387 -0.0369
C 0.5250 -2.9618 1.8341
C 1.5565 -3.7654 2.5623
Cl -1.0536 -3.0745 2.4793
C 2.6414 -3.1867 -0.8275
O 3.9127 -2.6300 -1.2071
H 4.1229 0.8651 1.9346
H 5.6853 1.6087 2.1251
H 4.8520 1.7502 0.5943
H 6.8820 -0.0843 0.9971
H 5.5985 -0.9242 1.8145
H 6.2175 -1.1320 -0.8659
H 6.4420 -2.7991 0.7252
H 5.5655 -3.9197 -0.2738
H 4.3330 -3.4412 2.4333
H 4.5064 -4.9178 1.4663
H 7.0816 -4.6099 2.0499
H 5.9519 -5.2700 3.2525
H 3.2986 -0.6374 0.7316
H 3.3431 -1.8069 1.8241
H 1.9333 -1.2564 -0.6708
H 2.3310 -4.0794 1.8655
H 1.1135 -4.6827 2.9438
H 1.9898 -3.2181 3.4020
H 2.0458 -3.4236 -1.7039
H 2.8694 -4.1132 -0.2912
C -2.4322 -6.8163 -1.3116
C -2.8417 -5.3360 -1.2291
C -1.6195 -4.5670 -0.7201
S -0.1729 -5.4917 -1.2370
O 0.5101 -5.9657 -0.0542
O 0.5559 -4.7419 -2.2331
C -1.0653 -6.8438 -1.9952
H -3.1612 -7.4085 -1.8609
H -2.3485 -7.2330 -0.3060
H -3.1190 -4.9745 -2.2205
H -3.7001 -5.1895 -0.5762
H -1.5458 -3.5659 -1.1361
H -1.5639 -4.5206 0.3626
H -0.5119 -7.7672 -1.8424
H -1.1434 -6.6252 -3.0596
C 1.6471 2.6147 -3.4944
C 1.3227 3.9818 -2.8817
C 1.7410 3.9408 -1.4032
S 3.0724 2.7453 -1.2979
O 2.6140 1.6317 -0.4888
O 4.3182 3.4059 -0.9886
C 3.0550 2.2653 -3.0186
H 1.5955 2.6331 -4.5813
H 0.9328 1.8742 -3.1359
H 1.9074 4.7568 -3.3833
H 0.2750 4.2349 -3.0024
H 2.1119 4.8987 -1.0464
H 0.9370 3.5862 -0.7637
H 3.3006 1.2089 -3.1013
H 3.8095 2.8682 -3.5230
C -4.1038 1.7029 -0.8947
C -4.2787 3.2121 -1.1006
C -2.8811 3.8122 -1.3061
S -1.8801 2.5041 -2.0254
O -0.8416 2.1372 -1.0878
O -1.5673 2.8263 -3.3960
C -3.1450 1.2393 -1.9888
H -5.0542 1.1758 -0.9503
H -3.6696 1.5103 0.0890
H -4.8899 3.3920 -1.9864
H -4.7860 3.6738 -0.2589
H -2.8858 4.6587 -1.9879
H -2.4172 4.0967 -0.3633
H -2.6789 0.2760 -1.7932
H -3.6263 1.2326 -2.9660
C -6.7938 6.8716 3.2606
C -8.1793 6.2105 3.2607
C -8.3765 5.5594 1.8856
S -6.7317 5.1430 1.2900
O -6.4371 5.9242 0.1152
O -6.5655 3.7085 1.2728
C -5.8379 5.8347 2.6792
H -6.4891 7.1746 4.2606
H -6.8058 7.7615 2.6284
H -8.2193 5.4474 4.0397
H -8.9696 6.9296 3.4665
H -8.9665 4.6481 1.9328
H -8.8156 6.2490 1.1676
H -4.8973 6.2500 2.3249
H -5.6512 5.0250 3.3840
```

Computed properties:
E_LUMO	-2.0	eV
charge	+1
Kohn-Sham gap	10.0	eV



- Look up the charge of the third one.
  +1